(1)
Formula: C4H3I
Source: the OMol25 dataset
Level of theory: ωB97M-V with the def2-TZVPD basis set

HOMO level (alpha / beta)   -0.335 / -0.335 hartree
Energy above the lowest of the compared OMol25 structures with the same formula, charge and spin   492.1 kJ/mol
Total charge   0

Last column: Mulliken charge in e.
Element x y z (Å)
I  3.99  1.18  0.09  -0.063
C  0.80  0.38  0.29  0.052
C  0.17  -0.68  0.89  -0.304
C  -0.17  0.19  -0.69  -0.195
C  -1.18  -0.29  0.29  -0.199
H  -1.81  -1.12  -0.03  0.232
H  -0.07  -0.11  -1.72  0.254
H  -1.72  0.45  0.86  0.223

(2)
Formula: C28H34O8PSTb
Source: the OMol25 dataset
Level of theory: ωB97M-V with the def2-TZVPD basis set

HOMO level (alpha / beta)   -0.512 / -0.510 hartree
Multiplicity   7
Total charge   +2

Last column: Mulliken charge in e.
Element x y z (Å)
Tb  -0.87  0.81  0.16  0.372
S  -2.39  -0.80  -1.38  1.425
P  0.57  -1.52  -0.47  1.883
O  -1.96  2.94  -0.49  0.163
O  -3.76  -0.65  -1.72  -0.724
O  0.54  2.34  -1.24  -0.036
O  -2.94  1.42  1.43  -0.088
O  -1.51  0.35  -1.81  -0.340
O  -0.52  2.25  2.20  0.158
O  -2.13  -0.89  0.10  -0.334
O  1.63  1.21  0.95  0.178
C  -0.53  -4.42  -3.20  -0.820
C  -1.84  -4.10  -3.51  -0.748
C  0.75  2.85  2.48  -0.591
C  -0.10  -3.83  3.46  -0.689
C  -3.30  3.28  -0.09  -0.697
C  1.82  2.83  -0.84  -0.692
C  4.96  -1.76  -1.80  -0.547
C  -0.33  -2.46  3.39  -1.184
C  3.29  -2.11  -0.10  -0.812
C  1.79  1.80  2.24  -0.788
C  0.21  -3.64  -2.31  -0.583
C  -1.68  -2.22  -2.06  0.360
C  4.62  -2.14  -0.52  -0.775
C  0.38  -2.46  1.07  0.313
C  -0.35  -2.53  -1.71  -0.429
C  2.65  -1.29  -2.27  -0.325
C  2.30  -1.70  -0.98  0.339
C  0.37  -4.51  2.34  -0.838
C  -0.08  -1.79  2.20  0.169
C  3.97  -1.33  -2.69  -0.752
C  -1.25  3.94  -1.24  -0.630
C  -1.64  2.92  2.81  -0.610
C  0.60  -3.83  1.16  -0.167
C  -2.80  1.98  2.74  -0.688
C  2.48  1.70  -0.09  0.065
C  -0.24  3.21  -2.08  -0.948
C  -3.89  2.05  0.55  -0.707
C  -2.44  -2.98  -2.94  -0.570
H  -0.69  -1.92  4.26  0.483
H  2.79  2.21  2.35  0.501
H  -3.72  2.49  3.04  0.431
H  -0.79  4.65  -0.54  0.299
H  1.88  -0.96  -2.97  0.479
H  1.67  0.99  2.97  0.288
H  5.99  -1.79  -2.13  0.434
H  -1.41  3.14  3.86  0.577
H  3.44  2.01  0.32  0.531
H  -0.26  -0.72  2.18  0.376
H  0.54  -5.58  2.40  0.440
H  0.88  3.73  1.85  0.122
H  -3.26  4.14  0.58  0.388
H  -2.65  1.14  3.42  0.309
H  -0.75  2.57  -2.79  0.255
H  0.79  3.16  3.53  0.584
H  3.04  -2.42  0.91  0.457
H  4.23  -1.03  -3.69  0.455
H  -2.41  -4.71  -4.20  0.435
H  -4.13  1.31  -0.21  0.088
H  0.95  -4.38  0.29  0.414
H  -0.29  -4.36  4.38  0.433
H  -1.82  3.86  2.29  0.191
H  5.39  -2.48  0.17  0.459
H  0.40  3.91  -2.62  0.645
H  -1.94  4.49  -1.88  0.475
H  -0.07  -5.29  -3.65  0.459
H  2.65  0.86  -0.77  -0.410
H  1.24  -3.91  -2.10  0.483
H  1.71  3.73  -0.23  0.303
H  -3.88  3.56  -0.97  0.589
H  -3.45  -2.69  -3.18  0.605
H  -4.80  2.30  1.09  0.558
H  2.41  3.07  -1.72  0.555

(3)
Formula: C6H14NO
Source: the OMol25 dataset
Level of theory: ωB97M-V with the def2-TZVPD basis set

HOMO level   -0.079 hartree
Energy above the lowest of the compared OMol25 structures with the same formula, charge and spin   737.0 kJ/mol
Total charge   -1

Last column: Mulliken charge in e.
Element x y z (Å)
O  3.03  1.05  0.53  -0.861
N  -2.47  0.06  -1.14  -0.587
C  2.76  0.66  -0.77  -0.802
C  1.70  -0.49  -0.63  0.515
C  -3.78  0.56  0.96  -1.049
C  -2.80  -0.33  0.11  0.187
C  0.74  -0.17  0.57  -0.566
C  0.27  -0.16  -0.95  -1.176
H  -1.82  0.46  -0.29  0.160
H  -4.84  0.19  0.98  0.286
H  3.67  0.25  -1.36  0.221
H  4.27  -1.63  1.01  0.155
H  -2.98  -1.38  0.23  0.386
H  0.43  -1.00  1.22  0.270
H  2.14  -1.64  -0.79  0.179
H  0.69  0.78  1.08  0.302
H  2.31  1.54  -1.34  0.273
H  -0.34  -1.03  -1.27  0.380
H  -3.88  1.61  0.56  0.324
H  0.03  0.83  -1.38  0.295
H  -3.46  0.69  1.98  0.288
H  4.33  -0.88  0.69  -0.182

(4)
Formula: C3H4N4
Source: the OMol25 dataset
Level of theory: ωB97M-V with the def2-TZVPD basis set

HOMO level   -0.370 hartree
SMILES   [H]/N=C\n1ccnn1
Energy above the lowest of the compared OMol25 structures with the same formula, charge and spin   477.7 kJ/mol
Total charge   0

Last column: Mulliken charge in e.
Element x y z (Å)
N  -0.09  -1.16  -0.25  -0.418
N  -2.35  -0.58  0.08  -0.523
N  -0.18  0.18  -0.24  0.448
N  1.29  -1.34  0.04  -0.449
C  0.92  0.83  -0.10  -0.133
C  -1.49  0.33  -0.01  -0.004
C  1.89  -0.15  0.06  -0.156
H  2.95  0.18  0.46  0.286
H  -1.67  1.36  0.61  0.237
H  -2.02  -1.47  -0.14  0.340
H  0.74  1.83  -0.50  0.371

(5)
Formula: C6H4HgN5O5
Source: the OMol25 dataset
Level of theory: ωB97M-V with the def2-TZVPD basis set

HOMO level   -0.482 hartree
Energy above the lowest of the compared OMol25 structures with the same formula, charge and spin   51.1 kJ/mol
Total charge   +1

Last column: Mulliken charge in e.
Element x y z (Å)
Hg  -0.28  -1.14  -0.57  1.201
O  -1.83  -4.11  -2.41  -0.090
O  -2.10  0.97  -2.78  -0.086
O  -3.30  -1.24  2.05  -0.089
O  1.22  0.60  -5.38  -0.136
O  1.54  -3.60  1.37  -0.102
N  1.03  2.17  1.55  1.357
N  0.16  0.37  0.96  -0.324
N  0.58  1.58  0.51  -0.469
N  1.49  3.42  1.51  -0.553
N  0.98  1.49  2.71  -0.823
C  -1.65  0.46  -1.88  0.083
C  -2.44  -1.22  1.33  0.101
C  -1.62  -3.28  -1.68  0.093
C  0.83  -2.81  0.98  0.111
C  0.42  0.30  2.26  -0.222
C  0.57  0.43  -4.48  0.118
H  0.96  -1.35  -1.81  -0.158
H  1.48  3.86  0.60  0.272
H  0.19  -0.62  2.77  0.428
H  1.77  3.73  2.41  0.289

(6)
Formula: C4H8O2
Source: the OMol25 dataset
Level of theory: ωB97M-V with the def2-TZVPD basis set

HOMO level   -0.318 hartree
Energy above the lowest of the compared OMol25 structures with the same formula, charge and spin   368.6 kJ/mol
Total charge   0

Last column: Mulliken charge in e.
Element x y z (Å)
O  -1.78  1.14  0.95  -0.510
O  -0.15  0.60  -1.94  -0.240
C  0.69  0.97  -1.00  -0.553
C  0.42  0.29  0.34  0.572
C  1.33  -0.90  0.00  -1.223
C  -1.02  -0.03  0.72  -0.793
H  0.81  -1.69  -0.54  0.300
H  -1.67  1.73  0.18  0.338
H  2.07  -0.44  -0.67  0.411
H  -1.06  -0.59  1.65  0.354
H  -0.88  0.01  -1.65  0.313
H  1.87  -1.31  0.85  0.385
H  -1.50  -0.68  -0.04  0.342
H  0.87  0.89  1.14  0.304

(7)
Formula: C6H8IN2O
Source: the OMol25 dataset
Level of theory: ωB97M-V with the def2-TZVPD basis set

HOMO level (alpha / beta)   -0.452 / -0.452 hartree
SMILES   C#[N+]C1=C(O)CCN(I)C1
Energy above the lowest of the compared OMol25 structures with the same formula, charge and spin   157.1 kJ/mol
Total charge   +1

Last column: Mulliken charge in e.
Element x y z (Å)
I  -0.27  -2.38  -2.03  0.206
O  0.66  2.04  -1.01  -0.514
N  -0.66  -1.65  -0.11  -0.468
N  2.39  0.36  0.28  -0.106
C  0.24  0.89  -0.50  0.280
C  -1.31  0.74  -0.68  -0.595
C  -1.67  -0.60  -0.07  -0.825
C  1.20  -0.03  0.07  0.561
C  3.56  0.24  0.49  0.038
C  0.54  -1.29  0.58  -0.798
H  -2.42  -1.08  -0.54  0.517
H  -1.93  1.59  -0.32  0.403
H  1.19  -2.20  0.52  0.426
H  -1.91  -0.36  0.98  0.343
H  0.38  -1.11  1.81  0.308
H  1.58  2.52  -0.92  0.391
H  4.46  0.63  0.85  0.413
H  -1.58  0.72  -1.66  0.419

| no. | molar mass (g mol⁻¹) |
| --- | --- |
| 1 | 178.0 |
| 2 | 720.5 |
| 3 | 116.2 |
| 4 | 96.1 |
| 5 | 426.7 |
| 6 | 88.1 |
| 7 | 251.0 |